Entry 1:
Density functional theory data (ωB97M-V/def2-TZVPD) for a molecular structure, C29H22BrIrN3O6Te at a distorted geometry.

Atoms and positions in Å:
H: -1.0661 -4.4710 -6.4306
C: -5.9001 3.2658 -2.7176
C: 2.8994 -4.5753 5.3274
C: 0.5394 -1.5948 -2.1526
H: 2.9782 -0.7491 0.2966
H: 4.4499 -5.7993 4.5006
O: 0.0249 -0.3480 -2.0764
H: 0.3634 -4.3360 -2.4335
H: -1.1109 -1.9875 -6.4865
C: 4.4632 1.7330 2.0175
C: 3.8260 -4.2640 3.1400
H: 0.6708 -3.2495 -0.8148
Te: -2.4307 0.8235 -1.7864
N: 0.3090 -1.5735 0.2269
C: 0.6064 -2.0827 1.3697
C: -0.8071 -2.5207 -5.6007
O: 5.8782 3.2382 3.1882
C: 0.0042 -2.4126 -3.3275
C: 1.2070 3.3450 0.9296
O: 6.4478 1.0472 3.0884
C: 2.0677 -3.4896 5.1327
H: -6.0704 4.0592 -3.4294
C: 2.9850 -3.1851 2.9368
C: 3.7845 -4.9643 4.3341
N: 0.3012 -2.3024 -0.8764
H: -0.2457 -0.0282 -3.7513
N: 2.1875 1.1098 0.6346
H: -7.9633 3.0989 -2.1701
C: 3.4909 2.6933 1.8634
C: 0.5325 -1.3591 2.6028
C: -0.7881 -3.8975 -5.5585
C: 5.8265 2.0681 2.9110
H: 0.9032 -3.1300 1.4468
C: -4.6271 2.7578 -2.5458
H: 3.0548 -2.6138 2.0246
C: 1.1512 -1.6874 3.7502
O: 1.4212 4.4972 1.2248
C: 3.1488 0.2091 0.7671
H: 3.5696 3.6975 2.2553
H: 4.5173 -4.5640 2.3653
C: 4.3166 0.4744 1.4646
H: -3.8039 3.1602 -3.1173
O: 0.1549 2.8306 0.4626
O: -0.4963 -0.4236 -4.6126
C: -4.3882 1.7204 -1.6493
C: -6.7256 1.7304 -1.0792
C: -5.4471 1.2282 -0.8961
C: 2.3562 2.3132 1.1533
H: -5.2816 0.4370 -0.1797
Br: -0.6762 0.1607 2.5953
H: 0.9250 -1.1202 4.6405
H: 5.0880 -0.2717 1.5772
H: -7.5511 1.3214 -0.5157
H: -0.3597 -5.6244 -4.3536
C: -6.9603 2.7351 -2.0019
C: 2.0815 -2.7893 3.9242
H: 1.6517 -1.5421 -2.2754
H: 1.3782 -3.1902 5.9061
C: 0.0260 -3.8023 -3.3101
C: -0.4329 -1.7596 -4.4899
Ir: -0.1364 0.7258 -0.1101
C: -0.3774 -4.5449 -4.4041
H: 2.8550 -5.1239 6.2556

Output
Frontier orbital gap (alpha / beta), eV: 4.16 / 3.52
Multiplicity: 2
Strongest force on any atom, eV/Å: 4.949
Molar mass, g mol⁻¹: 908.23
Highest occupied orbital energy (alpha / beta), eV: -7.20 / -7.20
LUMO level (alpha / beta), eV: -3.0 / -3.7
ΔE to the lowest compared entry with this formula, charge and spin, kcal/mol: 90.7

Entry 2:
Density functional theory data (ωB97M-V/def2-TZVPD) for a molecular structure, C26H30MnN3O3S2Si at a distorted geometry.

Atoms and positions in Å:
H: 8.5339 10.2666 9.1791
S: 13.3572 11.5732 10.6528
S: 10.5336 10.4989 14.2709
H: 10.7014 6.5962 9.9198
N: 13.8342 11.3891 13.1658
H: 18.6516 12.6869 12.3496
C: 9.6643 8.5688 9.7452
C: 9.7066 14.3914 14.2961
H: 16.2984 10.5542 9.7950
H: 7.9359 11.1274 15.4088
C: 8.0330 14.2281 8.8894
C: 9.6519 6.7591 8.1072
H: 6.3692 18.1100 8.1507
C: 15.5900 12.6196 12.1508
H: 7.8676 15.4123 14.7765
C: 10.2188 9.0589 10.9126
H: 15.0648 13.5795 9.2824
H: 15.9974 12.5020 15.5170
C: 10.0355 7.2489 9.3228
H: 5.8656 16.9858 10.9242
C: 14.3977 11.8975 12.0224
H: 5.6718 14.6707 10.0464
H: 4.6107 17.2354 9.6967
H: 9.8938 5.7298 7.8023
C: 16.0908 13.8670 9.4303
H: 7.1025 18.5153 9.7212
C: 15.4785 12.3430 14.5445
C: 14.3830 11.5036 14.3542
Si: 16.8107 12.7355 10.7251
H: 13.9120 10.9013 15.1401
H: 7.7597 9.3056 6.9542
C: 5.6728 16.9054 9.8415
C: 7.9103 13.3179 15.4474
H: 8.5683 7.1299 6.2765
C: 8.4813 14.5034 14.9118
H: 16.5826 13.8546 8.4569
C: 10.7350 9.7317 11.7974
O: 11.5102 13.1838 13.5770
H: 18.0173 10.9751 9.4499
C: 6.7424 17.7321 9.1099
O: 9.0724 14.4900 9.7093
Mn: 11.9955 10.9948 12.4904
O: 7.8774 13.1737 8.2850
C: 8.4758 12.0854 15.1404
C: 16.0576 12.9271 13.4189
H: 5.0217 15.3433 8.5307
H: 6.9670 13.3121 15.9303
H: 10.2110 15.2515 13.8728
C: 8.7852 9.2727 8.8765
H: 19.2027 13.4390 10.8856
C: 5.8074 15.4833 9.3127
H: 6.9690 15.4639 7.4194
H: 16.1524 14.9206 9.8272
C: 8.3990 8.7398 7.6507
H: 8.3941 17.0572 8.0846
C: 7.1427 15.4554 8.5226
H: 16.9405 13.5847 13.4182
N: 10.3501 13.2043 14.0891
C: 17.2158 10.9619 10.1987
N: 7.8027 16.7250 8.8581
H: 18.2193 14.3940 12.0605
H: 9.2571 15.4673 9.7886
C: 8.8306 7.5024 7.2633
C: 18.3489 13.3892 11.5754
C: 9.7903 11.9966 14.5196
H: 17.5346 10.4119 11.0494

Output
Frontier orbital gap (alpha / beta), eV: 6.38 / 7.41
Multiplicity: 5
Strongest force on any atom, eV/Å: 3.833
Molar mass, g mol⁻¹: 579.70
Highest occupied orbital energy (alpha / beta), eV: -7.21 / -7.27
LUMO level (alpha / beta), eV: -0.8 / 0.1
ΔE to the lowest compared entry with this formula, charge and spin, kcal/mol: 29.4